59
Properties=species:S:1:pos:R:3 method="wB97M-V/def2-TZVPD" total_charge=+1 multiplicity=1 e_lumo_ev="-4.268 / -4.278" total_energy_ha=-1517.49792 gap_ev="5.4 / 5.4" max_force_ev_per_a=5.5
C -3.794 1.421 -0.853
H -1.266 -3.732 -1.509
H 1.666 0.123 -2.563
C 0.465 2.741 -2.767
H 3.115 -3.053 2.082
C -3.094 0.671 -2.082
C 0.519 2.964 -1.370
C -0.033 -2.163 -0.685
H 3.589 -0.006 0.566
H -1.229 -2.240 -2.469
H -3.696 -0.196 -2.487
H -2.057 0.291 -1.808
H 1.673 2.727 -4.537
H -3.113 3.133 -2.152
H -4.602 3.541 -1.191
H 0.853 0.674 5.942
C 2.766 2.755 -2.480
C -3.629 2.983 -1.167
C -2.549 -0.175 0.688
H -1.716 -1.007 4.266
C -0.548 -3.388 1.564
H 1.839 -1.518 -3.218
H -2.159 -2.311 -0.965
C 3.413 -0.688 -0.280
H 2.869 -1.372 2.567
H -2.458 -0.420 1.756
C -1.229 -2.632 -1.446
H -1.555 -3.542 1.158
H -2.804 1.383 -2.902
Ce 0.225 0.115 0.610
N -1.001 -0.531 4.808
C 1.686 2.686 -3.427
C 0.020 0.057 4.157
H -2.940 -0.984 0.071
C 1.080 -1.428 -1.215
H 3.746 3.074 -2.869
H 1.751 1.082 4.481
H -0.099 -4.386 1.707
C 1.208 -0.871 -2.589
H 1.693 -2.619 3.039
H -0.473 3.444 -1.311
H -0.654 -2.942 2.563
H -1.059 -0.486 5.815
C 2.346 -2.277 2.228
C 0.277 -2.528 0.664
H -0.564 2.695 -3.204
H 3.504 -0.103 -1.198
C 1.417 2.077 -0.513
C 1.584 -2.036 0.970
N 0.968 0.652 4.931
C -3.127 1.108 0.358
H -2.926 3.494 -0.459
C 2.087 -1.355 -0.188
H 3.430 2.772 -0.429
C 2.616 2.536 -1.079
H 0.232 -0.769 -3.078
O 0.112 0.067 2.894
H 4.221 -1.434 -0.268
H -2.597 1.926 0.873